15
Properties=species:S:1:pos:R:3:forces:R:3:mulliken_charge:R:1 method="wB97M-V/def2-TZVPD" homo_lumo_gap_ha=0.338 energy_ha=-345.55346 mol_weight_g_mol=100.117 e_above_lowest_kcal_mol=157.8
C -1.3560 0.1790 0.9470 0.02 0.10 0.15 -0.61
C -1.3290 0.0147 -0.5555 -0.24 -0.12 -0.01 -0.14
O -0.3500 0.6077 -1.3627 -0.05 0.01 -0.13 -0.47
C 0.8659 0.7845 -0.6570 0.14 -0.09 0.33 -0.46
C 1.3681 -0.4671 -0.1588 0.05 0.12 -0.17 -0.18
O 0.5155 -1.4194 0.2577 0.00 -0.01 0.00 -0.37
C -0.8611 -1.1039 0.3284 -0.15 -0.08 -0.02 0.03
H -0.6413 0.8199 1.4496 -0.08 -0.11 -0.10 0.23
H -2.3288 0.1389 1.4289 0.15 0.00 -0.10 0.28
H -2.2719 -0.0685 -1.0880 0.14 0.00 0.11 0.35
H 0.7502 1.6264 0.0226 0.08 -0.10 -0.10 0.31
H 2.2043 1.1231 -0.7207 0.04 -0.05 0.08 0.14
H 2.2728 -0.9409 -0.5110 -0.07 0.14 0.08 0.42
H 2.5854 0.7275 0.1678 -0.10 0.03 -0.10 0.11
H -1.4241 -2.0219 0.4517 0.07 0.17 -0.02 0.35



15
Properties=species:S:1:pos:R:3:forces:R:3:mulliken_charge:R:1 method="wB97M-V/def2-TZVPD" homo_lumo_gap_ha=0.314 energy_ha=-345.58554 mol_weight_g_mol=100.117 e_above_lowest_kcal_mol=137.7
O -0.8275 -2.2591 0.1075 -0.03 0.12 -0.16 -0.54
C -0.1750 -1.2014 0.7503 0.21 0.12 0.24 -0.07
C 1.1349 -0.6252 0.0349 0.07 0.02 -0.08 -0.70
C 0.2904 0.5967 -0.1880 -0.04 0.11 -0.09 0.52
O 0.8046 2.2179 -0.1121 0.00 -0.37 -0.15 -0.51
C -1.0032 0.7111 -0.7548 -0.04 -0.20 -0.21 -0.96
C -0.8437 0.2021 0.6694 -0.03 0.03 0.35 -0.33
H -1.2826 -1.8848 -0.6602 0.02 -0.07 0.05 0.34
H 0.0488 -1.5425 1.7673 -0.05 0.12 -0.21 0.41
H 1.9390 -0.4971 0.7677 -0.19 -0.01 -0.12 0.27
H 1.5105 -1.1532 -0.8513 -0.14 0.12 0.19 0.26
H 1.3729 2.3633 -0.8918 -0.12 -0.02 0.19 0.40
H -0.1862 2.2748 -0.4855 0.14 0.10 0.04 0.50
H -1.3498 0.1036 -1.5960 0.11 0.05 0.17 0.13
H -1.2620 0.7093 1.5387 0.10 -0.13 -0.21 0.29



15
Properties=species:S:1:pos:R:3:forces:R:3:mulliken_charge:R:1 method="wB97M-V/def2-TZVPD" homo_lumo_gap_ha="0.365 / 0.235" energy_ha=-345.40942 multiplicity=2 s_squared=0.753 mol_weight_g_mol=100.117 total_charge=+1 e_above_lowest_kcal_mol=16.1
C -1.2081 -0.4528 -1.1826 0.24 -1.04 -0.99 -1.28
C -0.2319 0.2967 -0.2781 0.80 -1.07 0.36 0.68
C -0.5401 0.0961 1.1447 -0.47 0.77 0.25 -0.11
C 0.2864 0.5752 2.1741 0.09 -0.04 0.26 -0.60
H -1.7355 -1.2902 -0.7144 0.18 0.29 0.55 0.42
H -0.6311 -1.0343 -1.9676 -0.92 1.28 0.26 0.31
H -1.9904 0.2351 -1.5230 0.42 -0.34 -0.55 0.35
H -0.2034 1.3706 -0.5127 0.00 -0.05 0.12 0.40
H -1.5034 -0.3450 1.4207 0.36 -0.11 0.00 0.39
H 0.0460 0.3534 3.2156 0.16 0.02 -0.27 0.32
H 1.1426 1.2198 1.9601 -0.18 -0.25 0.05 0.31
O 1.9742 0.2703 -1.3737 0.62 0.17 -0.91 -0.43
C 1.2414 -0.2632 -0.4246 -0.98 0.01 0.34 0.29
O 1.6702 -1.0858 0.3320 -0.23 0.10 0.61 -0.44
H 1.6831 0.0541 -2.2706 -0.08 0.27 -0.10 0.39